No. 1
# C26H22Br4N4O2S5V

A molecular structure, C26H22Br4N4O2S5V (ωB97M-V with the def2-TZVPD basis set, the OMol25 dataset).

* frontier orbital gap (spin up / spin down): 6.268 / 6.838 eV
* maximum force: 0.55 eV/Å
* relative energy (zero: lowest compared OMol25 entry of this formula, charge and spin): 0.0 kcal per mole
* molar mass: 953.4 g mol⁻¹
* total energy: -397410.8002 eV

```
! RIJCOSX wB97M-V def2-TZVPD def2/J DEFGRID3
* xyz 0 2
V 0.655 -0.559 0.159
C -3.109 -0.746 0.598
C -3.405 0.355 -0.416
S -2.201 1.710 -0.469
C -3.037 2.971 0.522
C -2.575 2.991 1.972
S -0.802 3.371 2.057
C -0.289 2.171 3.294
C 0.024 -0.147 4.127
S 0.971 -2.207 1.697
C -0.074 -3.546 1.086
C -1.529 -3.077 1.189
S -1.647 -1.667 0.071
H -3.936 -1.460 0.617
H -2.969 -0.345 1.603
H -4.393 0.769 -0.209
H -3.443 -0.074 -1.419
H -4.119 2.850 0.449
H -2.798 3.926 0.049
H -2.737 2.017 2.436
H -3.141 3.733 2.539
H -1.011 2.195 4.114
H 0.641 2.547 3.712
H -0.927 -0.113 4.668
H 0.173 -1.188 3.830
H 0.081 -4.426 1.711
H 0.186 -3.808 0.058
H -1.747 -2.760 2.209
H -2.237 -3.846 0.878
S 6.065 3.019 3.910
N 5.903 2.814 2.316
C 4.765 2.169 2.135
C 4.244 1.701 0.878
C 4.906 1.771 -0.345
C 4.330 1.192 -1.457
C 3.114 0.537 -1.315
N 2.477 0.490 -0.151
C 3.006 1.064 0.939
C 2.177 0.951 2.139
N 0.908 0.534 1.841
C -0.129 0.708 2.851
C 1.113 0.291 5.038
C 2.259 0.887 4.694
C 2.759 1.219 3.369
C 4.049 1.889 3.339
N 4.697 2.325 4.412
H 5.866 2.269 -0.398
H 4.812 1.219 -2.423
H 2.634 0.040 -2.147
H -1.063 0.391 2.377
H 0.954 0.113 6.096
H 2.943 1.153 5.489
Br -0.870 -1.303 -6.550
C -0.145 -1.551 -4.826
C 0.638 -2.671 -4.540
Br 0.991 -3.954 -5.877
C 1.167 -2.862 -3.262
Br 2.208 -4.349 -2.778
C 0.898 -1.924 -2.273
O 1.307 -1.965 -1.026
C 0.127 -0.789 -2.570
O 0.008 0.033 -1.535
C -0.405 -0.600 -3.835
Br -1.455 0.930 -4.119
*
```

No. 2
# F2HO2P

A molecular structure, F2HO2P in a non-equilibrium geometry (ωB97M-V with the def2-TZVPD basis set, the OMol25 dataset).

* frontier orbital gap: 8.981 eV
* maximum force: 3.89 eV/Å
* relative energy (zero: lowest compared OMol25 entry of this formula, charge and spin): 136.4 kcal per mole
* molar mass: 102.0 g mol⁻¹
* total energy: -18826.3059 eV

```
! RIJCOSX wB97M-V def2-TZVPD def2/J DEFGRID3
* xyz 0 1
O -0.843 2.161 -0.409
O 1.621 0.601 -0.308
F -2.115 1.928 0.056
F 2.722 1.515 -0.103
P 0.465 0.687 0.764
H -0.086 -0.375 0.021
*
```

No. 3
# C20H24BrN3O3S

C20H24BrN3O3S in the gas phase in a non-equilibrium geometry (ωB97M-V with the def2-TZVPD basis set, the OMol25 dataset).

* frontier orbital gap: 8.892 eV
* maximum force: 1.25 eV/Å
* relative energy (zero: lowest compared OMol25 entry of this formula, charge and spin): 43.4 kcal per mole
* molar mass: 466.4 g mol⁻¹
* total energy: -112619.3116 eV

```
! RIJCOSX wB97M-V def2-TZVPD def2/J DEFGRID3
* xyz 0 1
C -4.733 -0.995 0.942
C -4.034 -1.245 -0.390
C -3.661 -2.710 -0.619
H -4.568 -3.318 -0.588
H -3.216 -2.800 -1.609
C -2.673 -3.264 0.407
C -1.320 -2.618 0.366
N -1.034 -1.926 -0.656
N 0.152 -1.268 -0.744
C 0.417 -0.474 -1.809
O -0.195 -0.452 -2.848
C 1.592 0.479 -1.515
N 1.283 1.294 -0.350
C -0.060 1.703 -0.206
C -0.782 1.409 0.946
C -2.103 1.800 1.062
C -2.705 2.467 0.011
C -2.005 2.763 -1.146
C -0.681 2.385 -1.250
H -0.134 2.604 -2.152
H -2.489 3.279 -1.960
Br -4.526 2.980 0.153
H -2.663 1.567 1.953
H -0.308 0.875 1.753
S 2.191 0.915 1.012
O 1.883 1.853 2.043
O 2.050 -0.490 1.316
C 3.841 1.222 0.400
C 4.781 0.210 0.381
C 6.059 0.488 -0.080
C 6.373 1.767 -0.511
C 5.421 2.775 -0.480
C 4.144 2.503 -0.020
H 3.380 3.262 0.027
H 5.674 3.770 -0.813
H 7.369 1.982 -0.869
H 6.805 -0.291 -0.101
H 4.502 -0.772 0.730
H 2.502 -0.084 -1.297
H 1.766 1.109 -2.392
H 0.781 -1.238 0.063
C -0.403 -2.866 1.535
H -0.916 -3.421 2.316
H 0.464 -3.442 1.211
H -0.031 -1.931 1.955
H -2.536 -4.336 0.231
H -3.080 -3.160 1.416
H -4.700 -0.936 -1.198
H -3.132 -0.635 -0.457
H -5.115 0.022 0.983
H -4.052 -1.133 1.779
H -5.574 -1.675 1.066
*
```

Which formula does entry 3 have? C20H24BrN3O3S